1.
Below is 2 unconnected molecules or ions with the total composition CHFS2 at a distorted geometry, with properties calculated with ωB97M-V/def2-TZVPD.

```
5
Properties=species:S:1:pos:R:3:forces:R:3
C -2.258 0.139 -0.258 -0.610 1.022 0.441
F -2.443 1.255 0.420 -0.134 -0.316 -0.279
S -1.005 -0.767 -0.333 0.678 -0.714 -0.196
S 2.483 -0.800 0.424 0.756 0.911 -0.574
H 3.223 0.173 -0.254 -0.690 -0.904 0.608
```
Forces are in eV/Å.

## Properties
2S+1 = 1
energy relative to the best compared isomer or geometry (same formula, charge and spin) = 318.3 kJ/mol
LUMO level (spin up / spin down) = -1.2 / -2.6 eV

***

2.
Below is a single CHFS2 molecule at a distorted geometry, with properties calculated with ωB97M-V/def2-TZVPD.

```
5
Properties=species:S:1:pos:R:3:forces:R:3
F -2.447 0.322 -0.098 0.319 -1.430 0.150
S -1.867 -1.254 -0.003 -1.882 0.810 -0.249
C -0.260 -0.916 0.021 1.500 -1.249 0.110
S 0.867 -2.149 -0.007 -1.079 1.559 0.054
H -0.217 0.164 0.102 1.142 0.310 -0.066
```
Forces are in eV/Å.

## Properties
2S+1 = 1
energy relative to the best compared isomer or geometry (same formula, charge and spin) = 60.4 kJ/mol
LUMO level = -0.8 eV
SMILES = FSC=S

***

3.
Below is 2 unconnected molecules or ions with the total composition CHI2N at a distorted geometry, with properties calculated with ωB97M-V/def2-TZVPD.

```
5
Properties=species:S:1:pos:R:3:forces:R:3
C -0.021 -0.488 -0.018 1.249 2.054 -0.091
N 1.138 -0.268 0.107 -1.773 -1.547 0.113
I -1.364 -2.147 0.003 -0.755 -1.342 0.136
I -1.725 2.731 0.029 0.000 -0.010 0.000
H 1.971 0.173 -0.120 1.280 0.846 -0.158
```
Forces are in eV/Å.

## Properties
2S+1 = 3
energy relative to the best compared isomer or geometry (same formula, charge and spin) = 0.0 kJ/mol
LUMO level (spin up / spin down) = 0.7 / -3.3 eV